(1)
{
  "formula": "C4H10N2",
  "method": "ωB97M-V/def2-TZVPD",
  "spin_multiplicity": 1,
  "orbital_gap_ev": 10.116,
  "charge": 0,
  "e_lumo_ha": 0.039,
  "elements": ["H", "H", "H", "H", "H", "H", "H", "H", "C", "N", "C", "H", "C", "N", "C", "H"],
  "positions_angstrom": [[1.280924, 1.657612, 0.972705], [-2.920326, 0.785138, 0.043567], [-2.167508, -0.220883, -1.349030], [2.092992, -0.604511, 0.840278], [0.741809, 2.796298, -0.294290], [1.782331, -2.217547, 0.219808], [0.868350, -1.577899, 1.520795], [-0.289814, -1.733127, -1.370078], [1.001197, 1.708855, -0.098469], [0.038936, 0.734044, -0.491645], [0.204564, -0.628058, -0.236010], [-2.711676, -0.961840, 0.184387], [1.268885, -1.224032, 0.651413], [-0.877097, -0.007776, 0.399534], [-2.146763, -0.062085, -0.229639], [1.833203, 1.555814, -0.763320]],
  "atomic_forces_ev_per_a": [[0.160, -0.117, -0.460], [2.127, -1.144, -0.469], [0.501, 0.442, 1.051], [0.956, 1.246, 0.333], [-0.506, -1.417, 0.147], [-1.273, 2.257, 0.417], [-1.292, -0.516, 2.476], [1.354, 3.014, 2.626], [0.146, 1.539, 1.184], [-0.528, -0.373, -1.716], [-0.738, -3.442, -2.325], [0.880, 0.784, -0.361], [1.525, -2.882, -3.543], [0.050, 1.678, 0.817], [-4.076, -0.811, -0.223], [0.714, -0.258, 0.045]],
  "mulliken_charge": [0.3392, 0.2500, 0.3393, 0.3874, 0.2412, 0.2601, 0.3272, 0.2133, -0.9437, -0.2506, 0.5539, 0.2874, -1.2337, -0.3222, -0.8010, 0.3523]
}

(2)
{
  "formula": "C27H38N2O10SbZr",
  "method": "ωB97M-V/def2-TZVPD",
  "spin_multiplicity": 1,
  "orbital_gap_ev": 4.994,
  "charge": 1,
  "e_lumo_ha": -0.172,
  "elements": ["H", "C", "C", "H", "C", "H", "O", "H", "H", "O", "H", "H", "Sb", "C", "Zr", "H", "H", "H", "C", "C", "C", "H", "H", "C", "C", "C", "C", "H", "C", "H", "C", "C", "H", "H", "C", "N", "O", "H", "H", "H", "C", "C", "C", "H", "C", "O", "C", "H", "H", "H", "C", "H", "H", "O", "H", "C", "H", "H", "C", "O", "N", "H", "H", "H", "O", "C", "O", "C", "H", "H", "O", "H", "H", "H", "O", "H", "C", "C", "H"],
  "positions_angstrom": [[1.712795, 1.339324, 4.373483], [3.205649, -2.149182, -2.434652], [1.627750, 2.429214, 4.326808], [-0.751252, -1.278026, -6.157952], [-1.816213, 1.041104, -1.492300], [0.945110, 5.274104, 0.770358], [-0.465422, -3.071500, -2.482633], [2.553818, -2.635488, -3.161971], [3.079434, -4.094355, -0.390932], [-1.628945, 1.132926, -6.463259], [-1.590690, 1.650739, 3.909614], [-3.076904, 2.340669, 3.261400], [0.572785, 2.045122, 1.515040], [-1.429784, 0.578310, -5.263723], [-0.526914, -1.652502, -0.957809], [-0.522206, -2.600515, 4.086497], [2.524050, 4.593414, 0.397845], [-0.171401, 3.491853, -0.557197], [-0.716412, -1.311104, -4.018084], [2.178828, -3.518503, -0.607866], [-1.142772, 4.258290, 2.939465], [2.899187, -1.320548, 0.913455], [1.602778, -3.485946, 0.323615], [3.420787, -1.401943, -0.041374], [-3.307486, -4.714189, 2.276116], [-3.005950, -3.662551, 0.166071], [-0.321966, -2.757868, -3.761319], [-1.815838, 3.130309, 1.238411], [2.547043, -2.109223, -1.064857], [0.617368, 2.696789, 4.643633], [-1.472862, 0.568914, -2.892157], [1.606923, 2.566375, -1.314524], [-4.576833, -5.059634, 0.562647], [1.537158, 5.270551, -0.887785], [-3.439019, -3.263663, -1.211204], [-1.928362, -3.004775, 0.587994], [-1.530911, 0.109718, -0.596404], [3.422432, -1.135727, -2.772759], [-4.631450, -3.702105, -2.596331], [4.142664, -2.706337, -2.390715], [-1.566076, -3.139469, 1.865560], [-1.291828, 2.946195, 2.180229], [1.952240, 2.939441, 2.924931], [1.828616, 4.024341, 2.897701], [-2.224726, -3.982148, 2.742735], [-4.387104, -4.027454, -1.713835], [-1.729826, 1.237148, -4.065080], [-1.909988, -4.089835, 3.772190], [-2.274531, 1.017188, 2.405619], [1.616274, -4.050031, -1.376238], [-0.937839, -0.734093, -5.243016], [-0.609419, 5.012722, 2.361532], [-2.126386, 4.669391, 3.186760], [0.150458, -1.650626, 1.310759], [-3.834391, -5.391722, 2.933400], [-0.399891, -2.256249, 2.205619], [1.146541, 1.598701, -1.535595], [-1.970000, 2.032138, -6.381951], [-3.718585, -4.541834, 0.964798], [-2.298858, 2.116802, -1.270421], [-0.952222, -0.649974, -2.887876], [3.660963, 2.909170, 1.548624], [-0.604144, 4.121721, 3.880098], [1.645740, 3.147439, -2.241694], [1.338355, -1.324964, -1.195708], [0.856898, 3.329842, -0.223909], [0.022204, -2.131627, 3.440653], [1.498673, 4.687418, 0.037769], [-2.164226, 2.228378, -4.037467], [2.639689, 2.361272, -1.018138], [-2.961913, -2.292415, -1.745894], [3.525375, 1.485177, 2.575328], [3.655638, -0.395403, -0.387984], [4.097357, 3.007574, 3.253399], [0.037473, -3.491865, -4.638638], [2.324663, 2.842268, 5.061903], [3.385354, 2.569937, 2.547627], [-2.101556, 1.929994, 2.983117], [4.354038, -1.946595, 0.108431]],
  "atomic_forces_ev_per_a": [[0.010, -0.007, 0.005], [0.035, 0.009, 0.016], [-0.040, 0.003, 0.018], [0.004, 0.004, -0.003], [0.045, 0.037, 0.025], [-0.016, 0.004, 0.014], [0.083, 0.053, 0.161], [-0.003, -0.001, -0.005], [0.005, 0.005, -0.039], [0.001, 0.000, -0.007], [0.011, 0.006, 0.005], [-0.003, -0.001, -0.002], [0.059, -0.038, -0.032], [-0.021, -0.003, 0.029], [0.183, 0.386, -0.264], [0.004, -0.008, -0.002], [0.040, -0.038, 0.025], [-0.034, -0.001, -0.020], [-0.103, -0.084, 0.008], [0.078, -0.047, 0.050], [0.006, 0.015, 0.013], [0.005, -0.002, 0.004], [0.002, 0.013, 0.002], [-0.010, 0.005, 0.006], [-0.003, 0.012, -0.036], [-0.008, 0.007, -0.023], [-0.010, 0.001, 0.000], [0.003, 0.010, -0.006], [0.032, 0.258, -0.104], [0.075, -0.052, 0.012], [-0.004, -0.033, 0.009], [-0.003, -0.005, 0.010], [-0.004, -0.002, 0.003], [-0.001, 0.003, 0.004], [-0.014, 0.016, -0.012], [-0.108, -0.096, 0.052], [0.211, 0.014, 0.019], [-0.004, -0.001, -0.008], [-0.001, -0.005, 0.004], [-0.003, -0.002, 0.002], [0.010, -0.006, 0.005], [-0.011, -0.030, 0.023], [0.013, -0.014, 0.037], [-0.005, 0.002, -0.042], [-0.001, -0.004, 0.013], [-0.006, 0.009, 0.002], [0.031, 0.017, -0.017], [0.001, 0.003, 0.002], [-0.004, 0.009, 0.000], [-0.032, 0.022, 0.004], [0.081, 0.017, 0.004], [0.004, 0.011, -0.019], [-0.001, 0.004, 0.002], [-0.032, -0.105, -0.065], [0.000, -0.003, 0.002], [0.039, 0.033, -0.014], [0.004, 0.006, -0.003], [0.002, -0.004, 0.000], [0.009, -0.012, 0.026], [-0.013, -0.016, -0.005], [-0.115, -0.020, -0.097], [-0.010, 0.035, -0.048], [-0.057, 0.053, -0.054], [0.000, -0.004, 0.000], [-0.418, -0.341, 0.303], [0.006, -0.019, -0.015], [-0.010, -0.011, -0.020], [-0.019, -0.018, 0.021], [0.005, 0.002, -0.002], [0.001, 0.003, 0.008], [0.092, -0.020, 0.001], [-0.007, 0.006, -0.003], [-0.002, 0.008, 0.011], [0.002, 0.005, -0.001], [-0.036, -0.019, 0.000], [0.005, -0.004, 0.003], [-0.029, -0.008, 0.017], [0.007, -0.021, -0.009], [0.000, -0.002, -0.006]],
  "mulliken_charge": [0.2831, -1.6675, -1.4662, 0.6320, 0.3574, 0.2730, -0.6978, 0.2860, 0.5105, -0.5228, 0.2891, 0.4459, -0.1818, 0.9075, 1.3478, 0.2775, 0.2524, 0.3547, 0.2785, -1.4979, -1.3261, 0.2336, 0.1401, -1.4727, -0.7500, 0.6435, 0.1135, 0.4007, 1.7487, 0.2596, -0.0766, -1.2347, 0.5699, 0.4532, 0.1650, -0.0474, -0.3273, 0.3365, 0.4053, 0.4488, 1.0429, 0.3762, 0.3362, 0.4151, -1.1409, -0.4669, -0.5953, 0.3619, 0.0742, 0.3124, -0.7999, 0.2322, 0.4346, -0.1273, 0.4705, 0.5758, 0.0037, 0.3229, -0.8251, -0.6334, 0.4356, 0.2915, 0.2309, 0.4453, 0.4322, 0.4748, -0.4297, -1.4529, 0.5377, 0.2608, -0.2804, 0.2820, 0.2780, 0.4203, -0.6328, 0.4241, -1.4639, -1.2494, 0.4809]
}

(3)
{
  "formula": "C11H27O5Si",
  "method": "ωB97M-V/def2-TZVPD",
  "spin_multiplicity": 1,
  "orbital_gap_ev": 6.412,
  "charge": -1,
  "e_lumo_ha": 0.100,
  "elements": ["H", "H", "H", "H", "C", "O", "H", "H", "C", "C", "H", "H", "H", "H", "O", "H", "H", "H", "C", "C", "H", "C", "C", "Si", "H", "H", "H", "H", "H", "C", "C", "H", "H", "H", "O", "H", "C", "C", "O", "H", "H", "H", "O", "H"],
  "positions_angstrom": [[2.143561, 1.331037, 1.388890], [-3.935542, -4.706225, -0.794813], [-1.228086, -6.582717, 1.968980], [1.737374, -3.302877, 1.463898], [1.483862, 1.780550, 0.554581], [-1.369210, -5.137004, -0.256021], [1.648663, 1.134449, -0.369386], [3.536194, 7.364437, -0.815514], [-0.667817, -0.294731, -0.199780], [1.857295, 6.033034, -1.106455], [-1.708251, -0.707972, -0.465881], [-3.608739, -6.424743, -0.958153], [2.216595, 7.631281, 0.313389], [-0.066467, 5.055221, -1.239383], [2.462227, -1.591951, -1.938725], [0.375978, -3.413051, -0.507395], [2.137224, 5.784935, -2.133782], [0.455291, -0.599654, 1.817908], [-2.143874, -6.713326, 1.386484], [-2.461945, -5.449798, 0.602001], [1.877499, 2.837670, 0.288893], [0.342113, 6.034213, -0.975536], [-3.725507, -5.617180, -0.228057], [1.155106, -2.515246, 0.374678], [-2.958754, -6.970880, 2.068588], [-2.583884, -4.609994, 1.291594], [-0.819694, 1.857846, -0.873902], [-1.972554, -7.558752, 0.712033], [2.162677, 5.233007, 0.648778], [2.572165, -1.706857, -0.652879], [-0.820360, 1.269438, 0.112298], [-0.980160, -1.741348, 1.500060], [-4.587874, -5.841763, 0.405597], [2.057592, 8.178126, -1.369944], [2.404565, 5.023581, -0.263329], [0.039707, 6.235645, 0.057204], [2.446545, 7.383174, -0.727972], [-0.105940, -1.178913, 1.013345], [0.124752, 1.799948, 1.059902], [-1.252046, -5.873471, -0.870711], [-0.005842, -0.433157, -1.135543], [-0.109951, 6.788779, -1.624982], [3.747038, -1.214565, -0.085814], [-1.871525, 1.429804, 0.564857]],
  "atomic_forces_ev_per_a": [[-0.937, 0.730, -1.393], [0.031, -0.038, 0.114], [-0.107, 0.061, -0.030], [-0.045, -0.159, 0.459], [1.528, -0.004, 0.200], [-0.166, 0.101, 0.180], [-0.453, 0.637, 1.223], [-0.097, -0.022, -0.064], [0.257, -0.113, -0.302], [-0.247, 0.209, 0.634], [1.501, 0.714, 0.240], [0.035, -0.061, 0.129], [-0.133, -0.030, -0.066], [0.077, 0.085, -0.021], [-1.117, -0.768, 2.889], [0.128, 0.011, 0.030], [0.081, -0.156, 0.158], [-0.977, -0.380, -1.078], [0.101, -0.007, 0.323], [0.090, -0.579, -0.480], [-0.896, -1.650, 0.519], [-0.202, -0.155, -0.211], [-0.244, 0.231, -0.023], [-0.105, 1.024, -0.739], [0.042, -0.039, -0.031], [0.177, 0.035, -0.146], [0.224, -0.726, 1.227], [-0.131, 0.055, -0.041], [0.001, -0.069, -0.154], [5.499, 2.901, -1.806], [-1.202, -0.315, -0.014], [1.206, 0.876, -0.440], [0.011, -0.018, -0.063], [0.019, -0.004, 0.064], [0.191, 0.034, -0.214], [0.087, 0.094, -0.039], [0.255, 0.144, -0.153], [-0.176, -0.239, 0.218], [-0.024, -0.368, -1.500], [0.007, 0.136, 0.097], [-0.928, 0.187, 1.450], [-0.008, -0.022, 0.055], [-5.041, -2.229, -0.775], [1.691, -0.113, -0.430]],
  "mulliken_charge": [0.2294, 0.3184, 0.3081, -0.2630, -0.1999, -0.4477, 0.1948, 0.3197, -0.6727, 0.3157, 0.3555, 0.3465, 0.3244, 0.2372, -0.6597, -0.2054, 0.2487, 0.3112, -1.3257, 0.5115, -0.0397, -1.1436, -1.3324, 0.5223, 0.3730, 0.2326, 0.2002, 0.3490, 0.3402, 0.4402, -0.3910, 0.3150, 0.3735, 0.3624, -0.5365, 0.3247, -1.2234, -0.6084, -0.3620, 0.2879, 0.3223, 0.3810, -0.7432, 0.3091]
}

(4)
{
  "formula": "C7H7O5PtS",
  "method": "ωB97M-V/def2-TZVPD",
  "spin_multiplicity": 3,
  "orbital_gap_ev": [4.921, 7.307],
  "charge": 1,
  "e_lumo_ha": [-0.165, -0.211],
  "elements": ["O", "Pt", "C", "H", "C", "O", "C", "O", "H", "O", "C", "O", "S", "H", "H", "C", "H", "H", "H", "C", "C"],
  "positions_angstrom": [[2.140368, -1.344722, -3.564870], [0.817337, -0.321746, -0.926744], [-0.562637, 1.312061, 2.800403], [-1.823982, -1.233835, 1.305144], [1.677268, -0.975190, -2.573933], [2.927967, -1.805572, 0.993175], [-1.818429, -0.206754, 0.921062], [-0.305289, 1.666925, -2.673207], [-1.430322, 0.004273, -2.373538], [-0.959554, -2.889199, -0.902558], [-0.492380, 0.587175, -2.174138], [2.615892, 2.174928, -0.998134], [-0.191156, 0.501467, 1.208866], [0.333165, 1.758361, 3.135534], [-2.532925, 0.394703, 1.438554], [-0.265487, -1.973256, -0.881963], [-1.316035, 2.053177, 2.583080], [-0.883967, 0.521006, 3.463028], [-2.072446, -0.168357, -0.130620], [2.172382, -1.282142, 0.296208], [1.970235, 1.226698, -0.945339]],
  "atomic_forces_ev_per_a": [[-2.016, 0.753, 2.366], [0.300, -0.184, 1.132], [-0.365, -0.311, -0.575], [-0.258, 0.267, -0.222], [4.012, -2.276, -5.601], [-2.639, 1.864, -2.149], [0.191, -0.619, 0.044], [0.004, -1.465, 0.745], [0.433, 0.298, 0.100], [0.019, -0.378, 0.107], [-1.456, 1.632, -1.156], [-1.443, -2.597, 0.263], [-1.069, 0.341, 1.106], [0.901, 0.532, 0.510], [-0.496, 0.323, 0.418], [-0.930, 0.051, -0.356], [-0.214, 0.183, 0.263], [-0.149, 0.043, 0.259], [-0.055, -0.136, -0.066], [3.620, -2.764, 3.097], [1.609, 4.443, -0.287]],
  "mulliken_spin": [0.0237, 0.5424, 0.1320, 0.0014, 0.2691, 0.0231, 0.0122, 0.0464, 0.0211, 0.1469, 0.0149, 0.0409, 0.1436, -0.0035, 0.0011, 0.4045, 0.0014, 0.0060, -0.0096, 0.0488, 0.1335]
}

no.,DFT total energy (Ha)
1,-267.72753
2,-2200.91905
3,-1100.96947
4,-1164.18032